Here is the ion C4H9NOS with charge -2 from the OMol25 dataset. Energies are from ωB97M-V/def2-TZVPD.

The geometry in XYZ format:
```
16
Properties=species:S:1:pos:R:3:forces:R:3
C 0.458 0.450 -0.157 -1.6 -1.0 0.7
N 1.454 -0.622 -0.036 0.0 1.1 1.2
C 1.547 -1.530 -1.170 -0.1 -0.2 -2.2
O 2.218 -1.104 -2.269 0.2 0.2 0.4
C -0.760 0.216 0.778 0.1 -1.0 0.1
C -1.785 1.332 0.795 -1.3 -1.2 0.9
S -3.214 0.996 2.009 0.6 0.4 0.7
H 0.000 0.424 -1.148 0.5 0.6 -0.4
H 0.839 1.435 0.130 0.4 0.0 -0.5
H 2.310 -0.104 0.126 0.5 -0.7 -0.4
H 0.474 -1.725 -1.444 -0.1 0.0 0.4
H 1.919 -2.539 -0.876 0.1 0.2 0.7
H -0.439 -0.043 1.798 0.2 0.6 0.0
H -1.208 -0.749 0.505 -0.2 0.2 -0.3
H -2.563 1.289 0.038 1.2 0.5 -1.3
H -1.249 2.273 0.921 -0.5 0.3 0.0
```
Forces are in eV/Å.

For the LUMO energy, the calculation gives 6.016 eV. The frontier orbital gap is 5.76 eV. The value obtained for the HOMO energy is 0.26 eV. The energy relative to the best compared isomer or geometry (same formula, charge and spin) is 19.1 kcal/mol. Its charge is -2.

Atomic partial charges in e from the natural (NBO) method, atoms 1 to 8: atom 1 (C): -0.22, atom 2 (N): -0.69, atom 3 (C): 0.13, atom 4 (O): -1.00, atom 5 (C): -0.43, atom 6 (C): -0.52, atom 7 (S): -0.82, atom 8 (H): 0.18

Here is a cluster of 2 separate species, C5H9OPS2 in total from the OMol25 dataset. Energies are from ωB97M-V/def2-TZVPD.

The geometry in XYZ format:
```
18
Properties=species:S:1:pos:R:3:forces:R:3
C 2.976 2.452 -1.950 0.7 -0.7 -0.3
C 0.358 1.462 -1.597 -0.9 0.1 0.0
C -0.437 -1.858 1.309 2.4 1.1 1.0
C -1.399 0.140 0.276 2.0 -0.3 -2.4
C -1.360 -0.662 1.599 -1.6 0.1 -3.3
O -2.699 -1.199 1.711 0.1 -1.3 0.9
P 3.550 0.950 -1.790 1.8 0.0 -0.1
S -0.534 1.445 -2.902 0.3 -0.2 0.1
S 0.275 1.156 0.020 -0.6 -0.7 0.6
H 2.054 2.898 -2.198 -0.7 0.8 0.1
H -0.902 -2.748 0.828 -0.1 1.0 0.3
H 0.464 -1.503 0.634 -1.6 -0.9 1.6
H -0.107 -2.104 2.341 0.5 -0.6 -0.9
H -2.152 0.898 0.178 -0.6 0.1 0.1
H -1.294 -0.493 -0.706 -0.8 0.9 2.0
H -1.210 0.157 2.351 0.5 -1.6 0.2
H -2.650 -2.191 1.882 0.0 2.1 -0.3
H 5.068 1.198 -1.986 -1.7 -0.1 0.3
```
Forces are in eV/Å.

For the LUMO energy (spin up / spin down), the calculation gives -0.453 / -0.849 eV. The frontier orbital gap (spin up / spin down) is 7.30 / 7.43 eV. The value obtained for the HOMO energy (spin up / spin down) is -7.75 / -8.28 eV. Its charge is 0.

Atomic partial charges in e from the natural (NBO) method, atoms 1 to 8: atom 1 (C): -0.56, atom 2 (C): -0.48, atom 3 (C): -0.66, atom 4 (C): -0.46, atom 5 (C): 0.05, atom 6 (O): -0.72, atom 7 (P): 0.38, atom 8 (S): 0.14

Here is a cluster of 2 separate species, C14H16 in total from the OMol25 dataset. Energies are from ωB97M-V/def2-TZVPD.

The geometry in XYZ format:
```
30
Properties=species:S:1:pos:R:3:forces:R:3
C 0.023 -1.472 1.968 -0.5 -0.6 -0.2
C -2.352 -1.979 1.127 -0.9 -1.4 1.6
C -0.981 -1.949 0.931 0.5 0.9 -0.5
C -3.235 -2.661 0.279 1.2 1.3 -1.6
C -0.529 -2.226 -0.354 -0.2 -0.1 -0.3
C -2.750 -2.924 -1.018 -0.7 -0.7 1.4
C -1.407 -2.741 -1.291 -0.2 0.1 -0.9
H -2.727 -1.622 2.085 0.0 -0.2 0.0
H -4.276 -2.857 0.478 -0.1 0.3 0.4
H 0.906 -2.110 1.926 0.2 0.2 -0.3
H -0.322 -1.595 2.995 -0.3 0.3 -0.1
H 0.460 -1.933 -0.692 0.2 -0.4 0.4
H -3.467 -3.315 -1.729 0.3 -0.2 -0.2
H -1.058 -2.999 -2.286 0.1 0.2 0.0
H 0.289 -0.448 1.748 0.3 0.3 0.2
C 3.134 3.237 1.268 -0.1 -1.9 0.2
C 0.270 1.600 -1.582 0.8 1.0 0.7
C 1.614 1.756 -1.909 0.4 -0.5 0.6
C -0.056 1.863 -0.249 -2.0 -0.4 -0.5
C 2.537 2.277 -0.967 -1.0 -0.5 -0.9
C 0.831 2.237 0.704 2.2 0.2 0.6
C 2.157 2.543 0.340 -0.1 0.5 -0.4
H -0.519 1.425 -2.296 0.2 -0.5 -0.1
H 2.024 1.336 -2.820 -0.2 0.5 -0.4
H -1.096 1.787 0.053 0.0 -0.3 -0.1
H 3.533 2.453 -1.349 0.2 0.0 0.4
H 0.640 2.206 1.771 -0.6 0.4 -0.1
H 3.052 2.816 2.277 -0.3 0.4 0.0
H 2.986 4.307 1.286 0.2 0.2 0.0
H 4.122 2.896 0.957 0.2 0.7 -0.1
```
Forces are in eV/Å.

For the LUMO energy, the calculation gives 0.948 eV. The frontier orbital gap is 9.82 eV. The value obtained for the HOMO energy is -8.88 eV. The energy relative to the best compared isomer or geometry (same formula, charge and spin) is 20.1 kcal/mol. Its charge is 0.

Atomic partial charges in e from the natural (NBO) method, atoms 1 to 8: atom 1 (C): -0.63, atom 2 (C): -0.22, atom 3 (C): -0.01, atom 4 (C): -0.20, atom 5 (C): -0.21, atom 6 (C): -0.22, atom 7 (C): -0.22, atom 8 (H): 0.20

Here is a structure of composition C13H25ClN5O7PTi from the OMol25 dataset. Energies are from ωB97M-V/def2-TZVPD.

The geometry in XYZ format:
```
53
Properties=species:S:1:pos:R:3:forces:R:3
Ti -0.028 0.027 -0.187 0.0 0.1 0.1
O -0.118 0.224 3.607 0.0 0.0 0.0
Cl 0.172 -0.684 2.569 0.1 0.0 0.0
O 0.506 -1.981 3.031 0.0 0.0 0.0
O -0.994 -0.785 1.638 0.0 0.1 0.0
O 1.235 -0.158 1.692 0.0 0.0 0.0
O 1.928 0.034 -1.200 0.1 0.1 0.0
C 2.717 1.257 -1.265 0.0 0.0 0.0
C 2.150 2.132 -2.361 0.0 0.0 0.0
C 0.652 2.436 -2.205 0.0 0.0 0.0
C 0.328 3.092 -0.892 0.0 0.0 0.0
C 0.420 4.467 -0.734 0.0 0.0 0.0
C 0.192 5.026 0.514 0.0 0.0 0.0
C -0.125 4.191 1.574 0.0 0.0 0.0
C -0.203 2.831 1.342 0.0 0.0 0.0
N 0.014 2.284 0.135 0.0 -0.1 0.0
H 2.489 -0.684 -0.883 0.0 0.0 0.0
H 3.750 0.994 -1.489 0.0 0.0 0.0
H 2.683 1.741 -0.288 0.0 0.0 0.0
H 2.315 1.654 -3.328 0.0 0.0 0.0
H 2.713 3.068 -2.363 0.0 0.0 0.0
H 0.066 1.515 -2.318 0.0 0.0 0.0
H 0.345 3.083 -3.028 0.0 0.0 0.0
H 0.677 5.087 -1.583 0.0 0.0 0.0
H 0.266 6.095 0.658 0.0 0.0 0.0
H -0.299 4.579 2.567 0.0 0.0 0.0
H -0.437 2.147 2.147 0.0 0.0 0.0
N -4.208 1.730 -1.317 0.0 0.0 -0.1
C -4.586 0.296 -1.072 0.0 0.0 0.0
P -3.085 -0.717 -1.458 0.1 0.1 0.2
O -3.156 -1.286 -2.824 0.0 0.0 0.0
O -1.987 0.240 -1.021 -0.2 -0.1 -0.2
C -3.139 -2.187 -0.336 0.0 0.1 0.0
N -2.852 -3.364 -1.220 0.0 -0.1 -0.1
H -4.204 1.942 -2.317 0.0 0.0 0.0
H -3.238 1.850 -0.980 0.0 0.0 0.0
H -4.837 2.389 -0.856 0.0 0.0 0.0
H -5.438 0.037 -1.696 0.0 0.0 0.0
H -4.858 0.206 -0.020 0.0 0.0 0.0
H -4.125 -2.325 0.104 0.0 0.0 0.0
H -2.394 -2.115 0.455 0.0 0.0 0.0
H -3.315 -4.219 -0.915 0.0 0.0 0.0
H -1.843 -3.535 -1.299 0.0 0.0 0.0
H -3.157 -3.096 -2.178 0.0 0.0 0.0
N 0.808 -4.294 -0.695 0.0 0.0 0.1
C 0.635 -4.009 -2.026 0.0 0.0 -0.1
C 0.229 -2.709 -2.072 0.0 0.0 0.0
N 0.148 -2.202 -0.784 0.0 0.0 0.0
C 0.515 -3.188 0.018 0.0 0.0 0.0
H 1.150 -5.160 -0.308 0.0 0.0 0.0
H 0.829 -4.726 -2.805 0.0 0.0 0.0
H 0.003 -2.105 -2.936 0.0 0.0 0.0
H 0.593 -3.136 1.095 0.0 0.0 0.0
```
Forces are in eV/Å.

For the LUMO energy (spin up / spin down), the calculation gives -5.456 / -5.460 eV. The frontier orbital gap (spin up / spin down) is 6.61 / 9.38 eV. The value obtained for the HOMO energy (spin up / spin down) is -12.06 / -14.84 eV. The energy relative to the best compared isomer or geometry (same formula, charge and spin) is 7.2 kcal/mol. Its charge is +2. Its spin multiplicity is 3.

Atomic partial charges in e from the natural (NBO) method, atoms 1 to 8: atom 1 (Ti): 1.28, atom 2 (O): -0.75, atom 3 (Cl): 2.55, atom 4 (O): -0.77, atom 5 (O): -0.90, atom 6 (O): -0.86, atom 7 (O): -0.77, atom 8 (C): -0.07

no.,calculated total energy (eV)
1,-18663.962
2,-38330.946
3,-14776.894
4,-80580.058